# C3H7FS

C3H7FS in the gas phase in a non-equilibrium geometry (ωB97M-V with the def2-TZVPD basis set, the Open Molecules 2025 dataset).

Summary:
F_max = 2.6 eV/Å
LUMO = 1.0 eV
HOMO-LUMO gap = 0.35091 hartree
SMILES = CSCCF
E_tot = -616.5229 Eh
Energy above the lowest of the compared OMol25 structures with the same formula, charge and spin = 12.5 kcal/mol
Net charge = 0

Each line ends with the natural charge from an NBO analysis.
Element x y z (Å)
C -1.229 1.074 0.083  -0.7624
S -1.444 -0.557 -0.640  0.2112
C 0.109 -1.269 -0.062  -0.5823
C 1.171 -0.199 0.091  0.0449
F 1.141 0.562 -1.036  -0.3698
H -0.486 1.697 -0.385  0.2288
H -2.105 1.627 -0.170  0.2322
H -0.993 0.972 1.142  0.2075
H 0.507 -1.874 -0.881  0.2301
H -0.007 -1.829 0.851  0.2210
H 2.229 -0.627 0.042  0.1732
H 1.106 0.423 0.966  0.1654

=====

# C3H7FS2

C3H7FS2 in the gas phase in a non-equilibrium geometry (ωB97M-V with the def2-TZVPD basis set, the Open Molecules 2025 dataset).

Summary:
F_max = 1.9 eV/Å
LUMO = 0.7 eV
HOMO-LUMO gap = 0.36739 hartree
SMILES = FC(CS)CS
E_tot = -1014.7178 Eh
Energy above the lowest of the compared OMol25 structures with the same formula, charge and spin = 12.1 kcal/mol
Net charge = 0

Each line ends with the natural charge from an NBO analysis.
Element x y z (Å)
F 0.895 1.807 -0.003  -0.3817
C 0.083 0.722 0.440  0.1663
C -0.874 0.368 -0.677  -0.5480
S -2.178 -0.608 0.163  -0.0499
C 1.005 -0.426 0.880  -0.5583
S 2.476 -0.766 -0.192  -0.0099
H -0.427 1.301 1.246  0.1994
H -0.375 -0.291 -1.468  0.2225
H -1.304 1.332 -1.144  0.2458
H -2.944 -0.968 -0.826  0.1283
H 0.406 -1.351 1.081  0.2409
H 1.480 -0.103 1.801  0.2332
H 1.757 -1.018 -1.302  0.1113